Record 1
6 unconnected molecules or ions with the total composition C10H20Cl8O6 at a distorted geometry, computed with wB97M-V/def2-TZVPD.

Properties
E ... -4525.9357 hartree
E_LUMO ... 0.2 eV
HOMO-LUMO gap ... 11.059 eV
Relative energy (zero: lowest compared OMol25 entry of this formula, charge and spin) ... 18.91 kcal/mol
SMILES string ... COC(=O)OC.COC(=O)OC.ClCCl.ClCCl.ClCCl.ClCCl
HOMO ... -10.82 eV

Each line ends with the Löwdin charge.
Cartesian coordinates (Å):
C: -2.867 -1.907 4.689  -0.0812
O: -2.806 -2.865 3.710  -0.0100
C: -2.204 -4.045 3.995  -0.5382
O: -1.429 -4.310 4.932  0.0897
O: -2.688 -4.942 3.125  -0.0092
C: -1.945 -6.165 3.005  -0.0329
H: -1.849 -1.832 5.071  0.0979
H: -3.647 -2.054 5.436  0.1027
H: -3.131 -0.949 4.241  0.0951
H: -2.276 -6.689 2.108  0.0942
H: -2.219 -6.763 3.874  0.0949
H: -0.868 -6.000 3.026  0.0977
C: 5.757 5.127 -4.892  -0.0118
O: 4.912 4.306 -5.744  0.0037
C: 4.283 3.218 -5.312  -0.5898
O: 4.159 2.866 -4.147  0.1004
O: 3.718 2.627 -6.355  0.0141
C: 3.140 1.368 -6.274  -0.0706
H: 6.784 5.260 -5.232  0.0872
H: 5.816 4.660 -3.908  0.0894
H: 5.347 6.137 -4.876  0.0921
H: 2.411 1.123 -7.046  0.0971
H: 2.740 1.040 -5.315  0.0929
H: 3.945 0.641 -6.386  0.0953
C: -3.102 -3.424 -2.742  -1.0637
Cl: -2.979 -5.168 -2.435  0.4739
Cl: -1.907 -2.981 -3.893  0.5357
H: -4.077 -3.265 -3.201  0.0254
H: -2.958 -2.994 -1.751  0.0286
C: 0.457 2.205 -0.065  -1.0513
Cl: 0.204 3.827 -0.747  0.4828
Cl: -1.077 1.451 0.316  0.5102
H: 1.085 1.719 -0.812  0.0259
H: 1.155 2.247 0.772  0.0320
C: -5.699 4.626 0.939  -1.0792
Cl: -4.773 4.725 2.463  0.4910
Cl: -6.625 6.046 0.629  0.5344
H: -5.232 4.237 0.035  0.0412
H: -6.451 3.851 1.086  0.0127
C: 3.304 -1.493 5.449  -1.0770
Cl: 4.642 -1.675 6.486  0.5455
Cl: 2.821 0.225 5.294  0.4780
H: 3.597 -1.939 4.499  0.0296
H: 2.532 -2.072 5.956  0.0235



Record 2
A molecular structure, C10H20ClIInN2O2PS at a distorted geometry, computed with wB97M-V/def2-TZVPD.

Properties
E ... -2339.9634 hartree
E_LUMO (alpha / beta) ... -8.4 / -9.5 eV
Charge ... +2
HOMO-LUMO gap (alpha / beta) ... 6.424 / 5.601 eV
HOMO (alpha / beta) ... -14.83 / -15.10 eV

Each line ends with the Löwdin charge.
Cartesian coordinates (Å):
C: 0.163 -2.698 -0.389  -0.0434
C: 0.893 -1.808 0.595  -0.7398
H: 0.845 -3.284 -1.022  0.1168
H: -0.506 -2.121 -1.043  0.0639
H: -0.394 -3.418 0.217  0.1033
O: 2.100 -1.723 0.693  -0.1000
I: 1.958 1.141 1.081  0.6957
In: -2.826 1.456 -0.338  0.7105
P: -0.743 1.124 -2.020  0.6784
C: 1.077 1.184 -2.330  -0.2937
C: -1.083 -0.218 -3.231  -0.2469
H: -2.247 2.835 -2.927  0.0245
H: -1.013 2.317 -4.116  0.0643
H: -0.565 3.429 -2.784  0.0692
C: -1.189 2.571 -3.068  -0.2775
H: -2.095 -0.609 -3.072  0.0513
H: -0.992 0.202 -4.243  0.0696
H: 1.259 1.339 -3.409  0.0835
H: 1.540 0.237 -2.026  0.0325
H: -0.342 -1.021 -3.102  0.0517
H: 1.538 2.004 -1.762  0.0022
C: 4.372 -0.348 0.161  -0.0944
O: 5.065 -1.179 -0.196  0.0904
Cl: -3.984 0.882 1.750  -0.0353
S: -0.328 -0.818 1.497  0.8436
C: -0.206 -0.217 3.218  -0.5540
N: -1.311 0.341 3.721  0.0384
C: -1.272 1.274 4.852  -0.1250
C: 0.075 1.979 4.941  -0.1444
C: 1.185 0.940 4.915  -0.1399
N: 0.906 -0.168 3.962  0.0355
H: -2.192 0.205 3.212  0.0333
H: -1.432 0.728 5.797  0.1467
H: -2.094 1.988 4.737  0.1390
H: 0.133 2.502 5.899  0.1362
H: 0.210 2.721 4.141  0.1225
H: 1.286 0.519 5.931  0.1412
H: 2.152 1.362 4.612  0.1257
H: 1.732 -0.615 3.573  0.1243



Record 3
A molecular structure, C10H20ClO24S5Ti at a distorted geometry, computed with wB97M-V/def2-TZVPD.

Properties
E ... -5498.9174 hartree
E_LUMO (alpha / beta) ... 0.2 / 0.2 eV
HOMO-LUMO gap (alpha / beta) ... 4.417 / 9.063 eV
Relative energy (zero: lowest compared OMol25 entry of this formula, charge and spin) ... 0.00 kcal/mol
Spin multiplicity ... 4
HOMO (alpha / beta) ... -4.22 / -8.88 eV

Each line ends with the Löwdin charge.
Cartesian coordinates (Å):
Ti: -0.478 0.193 0.281  0.6909
Cl: 0.450 1.019 3.350  0.6502
O: 0.257 -0.319 2.872  -0.3839
O: 0.228 1.948 2.244  -0.3975
O: -0.578 1.255 4.329  -0.3618
O: 1.747 1.227 3.957  -0.3251
C: 2.122 -4.209 -0.969  -0.1408
C: 0.818 -5.022 -0.802  -0.1815
O: 0.057 -4.427 0.213  -0.1841
S: 0.829 -3.176 0.894  0.6780
O: 0.810 -3.269 2.321  -0.1815
O: 0.346 -1.957 0.272  -0.3160
O: 2.246 -3.614 0.322  -0.1877
H: 1.905 -3.422 -1.695  0.1265
H: 3.010 -4.752 -1.268  0.1362
H: 0.946 -6.102 -0.693  0.1312
H: 0.230 -4.936 -1.723  0.1258
C: -4.524 -2.278 0.414  -0.1217
C: -3.181 -1.898 1.103  -0.1496
O: -2.354 -1.344 0.096  -0.3292
S: -2.676 -2.066 -1.333  0.6565
O: -2.017 -3.344 -1.352  -0.2204
O: -2.484 -1.103 -2.368  -0.2014
O: -4.259 -2.201 -0.996  -0.1906
H: -5.348 -1.593 0.600  0.1229
H: -4.775 -3.311 0.643  0.1283
H: -2.756 -2.853 1.433  0.1316
H: -3.125 -1.210 1.942  0.1364
C: -4.797 3.297 1.713  -0.1394
C: -4.509 1.948 2.379  -0.1482
O: -4.615 0.958 1.344  -0.1930
S: -4.019 1.602 -0.008  0.6493
O: -4.761 1.152 -1.147  -0.1946
O: -2.594 1.473 -0.021  -0.2617
O: -4.476 3.099 0.336  -0.1767
H: -4.183 4.106 2.100  0.1358
H: -5.854 3.566 1.753  0.1312
H: -5.151 1.622 3.193  0.1371
H: -3.530 2.029 2.863  0.1348
C: 5.084 -1.569 -1.751  -0.1914
C: 5.047 -0.260 -2.554  -0.1337
O: 4.422 0.663 -1.641  -0.2041
S: 3.584 -0.068 -0.455  0.6854
O: 2.172 0.168 -0.608  -0.2676
O: 4.160 0.166 0.830  -0.1874
O: 3.905 -1.595 -1.001  -0.1954
H: 5.966 -1.542 -1.108  0.1358
H: 5.148 -2.373 -2.484  0.1369
H: 4.501 -0.173 -3.492  0.1359
H: 6.067 0.111 -2.652  0.1313
C: 2.041 5.101 -1.306  -0.1447
C: 2.652 4.228 -0.182  -0.1481
O: 2.025 2.972 -0.301  -0.2053
S: 1.093 2.850 -1.619  0.6683
O: -0.097 2.138 -1.252  -0.2590
O: 1.891 2.487 -2.761  -0.2140
O: 0.805 4.437 -1.657  -0.1830
H: 2.733 5.320 -2.113  0.1265
H: 1.653 6.022 -0.877  0.1287
H: 2.471 4.698 0.779  0.1369
H: 3.716 4.132 -0.390  0.1314



Record 4
A molecular structure, C10H20F5N3O2Si2 at a distorted geometry, computed with wB97M-V/def2-TZVPD.

Properties
E ... -1786.2143 hartree
E_LUMO ... 0.5 eV
HOMO-LUMO gap ... 9.806 eV
HOMO ... -9.29 eV

Each line ends with the Löwdin charge.
Cartesian coordinates (Å):
C: 0.684 -3.681 -0.285  -0.1752
Si: 0.442 -1.901 0.184  0.4833
C: 1.606 -1.336 1.531  -0.2464
C: 2.926 -0.800 0.917  -0.2732
C: 3.340 0.550 1.489  -0.1977
C: 2.275 1.620 1.231  -0.2090
N: 2.816 2.777 0.485  -0.0010
C: 1.847 3.349 -0.393  -0.5670
N: 0.933 4.177 -0.082  0.1348
N: 1.939 2.827 -1.696  0.1024
O: -1.158 -1.582 0.575  -0.3152
Si: -2.012 -0.444 -0.239  0.6327
C: -2.649 -1.058 -1.909  -0.1256
C: -2.108 -0.402 -3.128  -0.5377
O: -2.734 -0.070 -4.083  0.1613
F: -0.793 -0.187 -3.068  0.0848
C: -3.505 -0.003 0.914  -0.4713
F: -3.628 1.365 0.936  0.0445
F: -3.238 -0.407 2.193  0.0583
C: -4.866 -0.615 0.514  -0.3338
F: -5.677 -0.749 1.592  0.0860
F: -5.472 0.204 -0.391  0.0720
H: 1.677 -3.746 -0.728  0.0349
H: -0.023 -3.992 -1.048  0.0260
H: 0.627 -4.354 0.565  0.0334
H: 0.732 -1.099 -1.030  0.0276
H: 1.844 -2.163 2.193  0.0777
H: 1.108 -0.551 2.094  0.0716
H: 2.834 -0.672 -0.163  0.0842
H: 3.714 -1.534 1.063  0.1045
H: 4.252 0.874 0.998  0.1059
H: 3.543 0.441 2.553  0.1085
H: 1.818 1.954 2.162  0.1162
H: 1.483 1.203 0.614  0.0977
H: 3.110 3.506 1.122  0.1102
H: 0.933 4.356 0.919  0.0420
H: 1.082 3.077 -2.178  0.0786
H: 2.702 3.251 -2.210  0.0856
H: -1.220 0.794 -0.349  0.0420
H: -2.469 -2.132 -1.947  0.1080
H: -3.725 -0.919 -1.978  0.0845
H: -4.745 -1.596 0.050  0.1538



| no. | M (g/mol) |
| --- | --- |
| 1 | 519.9 |
| 2 | 540.5 |
| 3 | 767.9 |
| 4 | 365.5 |